{
  "formula": "C29H32IrN6",
  "method": "ωB97M-V with the def2-TZVPD basis set",
  "elements": ["Ir", "C", "C", "C", "C", "C", "C", "C", "N", "N", "C", "C", "C", "C", "C", "C", "N", "C", "C", "C", "C", "C", "C", "N", "H", "H", "H", "H", "H", "H", "H", "H", "H", "H", "H", "H", "H", "H", "H", "H", "H", "H", "H", "H", "C", "C", "C", "C", "C", "C", "C", "C", "N", "H", "H", "H", "H", "H", "H", "H", "H", "H", "C", "C", "N", "H", "H", "H"],
  "coordinates": [[0.249, -0.021, -0.357], [1.172, -2.383, 1.380], [1.098, -3.319, 0.187], [-0.040, -3.091, -0.769], [-0.887, -4.132, -1.108], [-1.841, -3.956, -2.097], [-1.895, -2.743, -2.762], [-1.033, -1.743, -2.366], [-0.145, -1.887, -1.370], [1.696, -1.042, 1.028], [1.706, -0.196, 2.249], [2.054, 1.239, 1.933], [2.558, 2.107, 2.890], [2.858, 3.404, 2.505], [2.656, 3.788, 1.186], [2.135, 2.862, 0.301], [1.842, 1.617, 0.677], [3.077, -1.104, 0.474], [3.153, -0.843, -1.001], [4.300, -1.146, -1.721], [4.348, -0.830, -3.067], [3.243, -0.232, -3.660], [2.135, 0.023, -2.880], [2.095, -0.269, -1.574], [1.817, -2.825, 2.148], [0.183, -2.243, 1.815], [1.036, -4.342, 0.557], [2.027, -3.269, -0.389], [-0.776, -5.086, -0.612], [-2.511, -4.763, -2.361], [-2.587, -2.569, -3.572], [-1.039, -0.782, -2.856], [2.431, -0.600, 2.963], [0.716, -0.261, 2.707], [2.709, 1.776, 3.908], [3.253, 4.108, 3.225], [2.903, 4.783, 0.847], [1.937, 3.114, -0.733], [3.534, -2.069, 0.710], [3.686, -0.350, 0.975], [5.139, -1.620, -1.230], [5.233, -1.048, -3.649], [3.236, 0.029, -4.707], [1.247, 0.484, -3.294], [-2.830, 1.188, -2.081], [-2.948, 1.984, -0.821], [-4.062, 2.786, -0.614], [-4.221, 3.508, 0.557], [-3.258, 3.452, 1.557], [-2.123, 2.682, 1.389], [-1.060, 2.618, 2.445], [-1.977, 1.944, 0.191], [-0.834, 1.194, 0.069], [-3.356, 1.684, -2.895], [-3.272, 0.196, -1.953], [-1.788, 1.054, -2.368], [-4.815, 2.850, -1.389], [-5.098, 4.126, 0.691], [-3.389, 4.021, 2.468], [-1.280, 3.304, 3.260], [-0.086, 2.878, 2.031], [-0.982, 1.610, 2.860], [-4.345, -2.094, 1.453], [-2.997, -1.653, 1.139], [-1.936, -1.294, 0.881], [-4.979, -1.226, 1.624], [-4.332, -2.712, 2.349], [-4.741, -2.675, 0.622]],
  "lowdin_charge": [1.4859, -0.1733, -0.0901, -0.2645, 0.0100, -0.0075, -0.0191, -0.1307, -0.0617, -0.2575, -0.1150, -0.3007, 0.0054, -0.0183, -0.0234, -0.1009, 0.0154, -0.0993, -0.2563, 0.0146, -0.0086, -0.0173, -0.1034, -0.0535, 0.1410, 0.1028, 0.1332, 0.1256, 0.1293, 0.1285, 0.1249, 0.0857, 0.1472, 0.1283, 0.1311, 0.1259, 0.1209, 0.1232, 0.1434, 0.1418, 0.1330, 0.1286, 0.1234, 0.1145, -0.0415, -0.2037, -0.0260, -0.0326, -0.0222, -0.1970, -0.0207, -0.2680, -0.1737, 0.0943, 0.0855, 0.0366, 0.1235, 0.1197, 0.1224, 0.0934, 0.0586, 0.0837, -0.0282, -0.1977, 0.1429, 0.0973, 0.0976, 0.0933],
  "spin_multiplicity": 2,
  "e_lumo_ev": [-6.099, -6.693],
  "e_homo_ev": [-13.4, -13.3],
  "s_squared": 0.76,
  "orbital_gap_ev": [7.257, 6.631],
  "relative_energy_kcal_mol": 43.12,
  "total_charge": 2,
  "fmax_ev_per_a": 3.05
}



{
  "formula": "C29H32NO2S",
  "method": "ωB97M-V with the def2-TZVPD basis set",
  "elements": ["C", "O", "C", "C", "C", "C", "C", "C", "S", "C", "C", "O", "C", "C", "H", "H", "H", "H", "H", "H", "H", "H", "H", "H", "H", "H", "H", "H", "C", "C", "N", "C", "C", "C", "C", "C", "C", "C", "C", "C", "C", "C", "C", "C", "C", "C", "C", "H", "H", "H", "H", "H", "H", "H", "H", "H", "H", "H", "H", "H", "H", "H", "H", "H", "H"],
  "coordinates": [[3.808, 4.049, 5.390], [2.405, 3.828, 5.129], [1.953, 3.458, 3.901], [0.540, 3.324, 3.807], [-0.032, 3.050, 2.590], [0.769, 2.751, 1.473], [0.042, 2.448, 0.196], [0.398, 1.291, -0.675], [0.466, 1.884, -2.328], [0.983, 3.639, -2.366], [1.901, 1.097, -3.154], [-0.962, 3.132, -0.116], [2.159, 2.871, 1.559], [2.774, 3.195, 2.768], [3.834, 4.226, 6.469], [4.418, 3.170, 5.129], [4.174, 4.933, 4.844], [-0.077, 3.463, 4.697], [-1.116, 2.978, 2.510], [1.062, 0.491, -0.388], [0.726, 4.006, -3.379], [0.404, 4.205, -1.627], [2.064, 3.754, -2.213], [1.638, 0.968, -4.218], [2.775, 1.763, -3.068], [2.112, 0.106, -2.725], [2.753, 2.626, 0.669], [3.865, 3.255, 2.850], [-1.868, -0.053, -3.821], [-1.081, -1.083, -3.122], [-0.751, -2.233, -3.761], [-1.084, -2.491, -5.149], [-0.146, -3.139, -2.894], [-0.091, -2.521, -1.616], [0.368, -3.317, -0.565], [0.616, -4.682, -0.797], [0.465, -5.273, -2.058], [0.091, -4.481, -3.146], [-0.725, -1.206, -1.751], [-1.052, -0.274, -0.728], [-1.479, -0.837, 0.569], [-2.162, -2.085, 0.689], [-2.608, -2.535, 1.925], [-2.361, -1.828, 3.090], [-2.871, -2.378, 4.389], [-1.697, -0.603, 2.996], [-1.264, -0.122, 1.764], [-2.276, 0.663, -3.089], [-1.219, 0.495, -4.525], [-2.715, -0.474, -4.388], [-0.840, -3.526, -5.377], [-2.148, -2.315, -5.348], [-0.488, -1.850, -5.809], [0.542, -2.886, 0.420], [0.898, -5.327, 0.037], [0.636, -6.351, -2.196], [-0.073, -4.906, -4.130], [-1.604, 0.668, -1.006], [-2.411, -2.688, -0.181], [-3.152, -3.480, 2.026], [-2.689, -1.685, 5.214], [-3.949, -2.604, 4.347], [-2.379, -3.329, 4.625], [-1.512, -0.067, 3.924], [-0.755, 0.843, 1.718]],
  "lowdin_charge": [-0.0483, -0.0873, -0.2419, 0.0217, -0.0330, -0.1861, -0.4488, -0.3134, 1.0866, -0.2038, -0.2055, 0.0304, -0.0251, 0.0029, 0.0970, 0.0935, 0.1006, 0.1293, 0.1293, 0.1035, 0.0779, 0.0615, 0.0687, 0.0643, 0.0624, 0.0694, 0.1168, 0.1111, -0.0226, -0.2098, -0.0435, 0.0073, -0.1558, -0.1129, -0.0248, -0.0702, -0.0713, -0.0100, -0.1401, -0.0373, -0.1789, -0.0170, -0.0353, -0.2742, -0.0474, -0.0149, -0.0021, 0.0864, 0.0883, 0.0958, 0.0813, 0.0998, 0.1056, 0.1173, 0.1079, 0.1151, 0.1038, 0.1248, 0.1235, 0.1267, 0.0785, 0.0921, 0.0883, 0.1149, 0.0770],
  "e_lumo_ev": -3.293,
  "e_homo_ev": -10.4,
  "orbital_gap_ev": 7.144,
  "relative_energy_kcal_mol": 14.34,
  "total_charge": 1,
  "fmax_ev_per_a": 2.76
}



{
  "formula": "C29H33AsBaN5O4S",
  "method": "ωB97M-V with the def2-TZVPD basis set",
  "elements": ["Ba", "N", "C", "C", "C", "N", "C", "C", "N", "C", "H", "H", "H", "H", "H", "H", "H", "H", "H", "H", "H", "H", "H", "H", "H", "H", "S", "C", "C", "C", "C", "C", "C", "As", "C", "C", "C", "C", "C", "C", "C", "C", "C", "C", "C", "C", "H", "H", "H", "H", "H", "H", "H", "H", "H", "H", "H", "H", "H", "H", "O", "C", "O", "C", "C", "N", "N", "C", "C", "O", "O", "H", "H", "H"],
  "coordinates": [[-0.941, 0.598, -1.569], [5.596, -1.717, -1.760], [5.953, -1.443, -0.357], [5.978, 0.072, -0.141], [4.589, 0.697, -0.094], [3.900, 0.558, -1.425], [3.728, 0.036, 0.983], [3.605, -1.477, 0.773], [2.731, -1.691, -0.400], [4.984, -2.120, 0.615], [6.397, -1.538, -2.356], [4.570, 0.515, -2.188], [5.377, -2.700, -1.881], [6.953, -1.828, -0.127], [6.584, 0.547, -0.919], [6.468, 0.294, 0.810], [4.670, 1.767, 0.099], [3.222, 1.313, -1.601], [3.393, -0.364, -1.404], [2.729, 0.481, 1.012], [4.191, 0.236, 1.952], [3.145, -1.908, 1.667], [1.768, -1.556, -0.085], [2.802, -2.640, -0.749], [4.872, -3.176, 0.346], [5.455, -2.113, 1.600], [-0.214, -0.637, 0.959], [-1.364, -1.579, 1.923], [-1.040, -1.820, 3.262], [-1.885, -2.540, 4.086], [-3.085, -3.037, 3.596], [-3.426, -2.801, 2.275], [-2.583, -2.074, 1.436], [-3.034, -1.833, -0.434], [-4.747, -2.724, -0.593], [-5.928, -2.157, -0.118], [-7.126, -2.844, -0.240], [-7.151, -4.099, -0.833], [-5.978, -4.668, -1.307], [-4.778, -3.979, -1.191], [-3.626, 0.039, -0.454], [-4.113, 0.556, -1.661], [-4.226, 1.929, -1.850], [-3.837, 2.805, -0.840], [-3.385, 2.300, 0.372], [-3.288, 0.923, 0.568], [-0.107, -1.428, 3.646], [-1.606, -2.713, 5.118], [-3.750, -3.602, 4.235], [-4.361, -3.190, 1.891], [-5.913, -1.181, 0.353], [-8.041, -2.400, 0.130], [-8.087, -4.634, -0.926], [-5.996, -5.645, -1.770], [-3.865, -4.424, -1.568], [-4.392, -0.120, -2.465], [-4.611, 2.317, -2.785], [-3.896, 3.874, -0.994], [-3.096, 2.977, 1.165], [-2.910, 0.539, 1.508], [-0.782, 5.602, -0.561], [0.393, 6.148, -0.273], [0.495, 7.276, 0.128], [1.621, 5.317, -0.480], [2.866, 5.822, -0.190], [3.751, 4.848, -0.455], [3.183, 3.729, -0.910], [1.883, 3.998, -0.933], [0.952, 2.932, -1.395], [-0.291, 3.159, -1.357], [1.422, 1.826, -1.778], [-0.668, 4.682, -0.902], [3.147, 6.793, 0.180], [4.752, 4.895, -0.368]],
  "lowdin_charge": [1.7501, 0.0463, -0.3711, -0.1091, -0.2754, 0.1887, -0.0959, -0.3553, 0.0274, -0.1078, 0.0860, 0.1422, 0.0801, 0.1377, 0.1229, 0.1310, 0.1265, 0.0886, 0.1002, 0.1033, 0.1338, 0.1408, -0.0317, 0.0929, 0.1212, 0.1281, 0.3776, -0.7127, -0.1297, -0.0778, -0.0800, -0.0979, -0.4263, 1.2617, -0.4285, -0.1113, -0.0717, -0.0743, -0.0775, -0.1211, -0.5624, -0.2052, -0.0908, -0.0729, -0.0673, -0.1680, 0.0943, 0.1075, 0.1060, 0.0939, 0.1064, 0.1085, 0.1081, 0.1071, 0.0956, 0.1115, 0.1150, 0.1197, 0.1234, 0.0959, 0.1222, -0.4935, 0.1192, -0.0405, 0.0082, 0.0165, 0.1065, -0.1411, -0.6150, -0.1881, -0.2107, 0.0493, 0.1459, 0.1628],
  "e_lumo_ev": -2.697,
  "e_homo_ev": -9.9,
  "orbital_gap_ev": 7.211,
  "relative_energy_kcal_mol": 1.42,
  "total_charge": 1,
  "fmax_ev_per_a": 0.36
}